Formula: C14H22NO4
Source: OMol25
Level of theory: ωB97M-V/def2-TZVPD

- HOMO energy: -11.0 eV
- SMILES string: CCOC(=O)CC[NH2+]Cc1ccc(OC)c(OC)c1
- Frontier orbital gap: 0.30703 Eh
- Charge: +1
- Multiplicity: 1

```
41
Properties=species:S:1:pos:R:3:forces:R:3:lowdin_charge:R:1
O 3.542048 1.080695 -0.473007 0.17 0.12 -0.37 0.043
O -3.160992 1.758586 0.928816 0.10 -0.31 -0.40 -0.098
O -3.278372 0.479673 -1.650556 0.35 -0.21 0.12 -0.055
O 2.454748 -0.475404 0.719059 0.13 0.24 0.24 0.089
N 1.300488 -2.444502 -0.516071 0.22 -0.04 0.39 0.041
C -3.145711 2.319970 2.222760 0.00 0.14 0.28 -0.059
C -0.943197 -1.660112 0.065508 -0.03 0.05 0.06 -0.251
C 3.771428 1.911924 0.683447 0.15 0.30 0.71 -0.178
C -4.259953 1.490905 -1.516630 -0.44 0.41 -0.09 -0.053
C 1.484702 -1.587552 -1.711125 0.18 0.43 -0.46 -0.109
C 5.081769 1.546421 1.359599 -0.29 -0.07 -0.29 -0.049
C -0.113980 -2.863603 -0.278098 -0.59 0.02 0.12 -0.076
C -2.434603 0.639980 0.678041 -0.05 0.02 -0.09 -0.184
C -2.536288 0.053194 -0.606027 0.09 -0.07 0.02 -0.185
C -0.851050 -1.081098 1.321361 -0.06 -0.09 -0.17 -0.041
C 2.918373 -0.048434 -0.327035 -0.18 -0.47 -0.36 -0.468
C -1.780426 -1.082974 -0.879284 -0.11 0.11 0.20 0.035
C -1.591938 0.049672 1.614522 -0.05 0.12 0.02 0.005
C 2.811850 -0.834351 -1.627188 -0.04 0.08 0.23 -0.032
H -2.148968 2.680952 2.492681 -0.03 -0.03 -0.01 0.099
H 2.913773 -0.149990 -2.468091 -0.02 -0.09 -0.01 0.139
H -0.213983 -1.506317 2.081243 0.09 -0.07 0.14 0.121
H -3.813507 2.459940 -1.290026 -0.06 -0.11 -0.04 0.096
H -0.113042 -3.575708 0.548997 0.12 0.00 -0.11 0.141
H 1.441754 -2.193444 -2.618494 -0.06 -0.02 0.16 0.145
H 3.800194 2.928717 0.290181 -0.08 -0.16 0.02 0.132
H 2.930005 1.795489 1.372234 0.08 0.08 -0.18 0.125
H 5.038407 0.535919 1.759232 0.02 -0.06 0.06 0.080
H -3.497340 1.607199 2.973645 0.02 0.01 -0.03 0.103
H -1.893116 -1.515671 -1.861481 -0.03 -0.06 -0.17 0.134
H 1.625410 -1.817205 0.286312 -0.03 -0.41 -0.35 0.126
H 5.264978 2.235775 2.177810 0.03 0.07 0.10 0.087
H 1.913414 -3.262356 -0.563931 -0.06 0.15 0.03 0.188
H -0.492526 -3.356568 -1.175175 0.14 -0.02 0.04 0.138
H -1.506234 0.478334 2.598875 -0.03 0.09 0.10 0.110
H -4.993541 1.237711 -0.750072 0.05 0.01 -0.06 0.101
H -4.749992 1.533030 -2.488384 0.02 0.00 0.09 0.099
H 3.656372 -1.528543 -1.662208 0.03 0.04 -0.02 0.142
H 0.654728 -0.875662 -1.725430 0.09 -0.17 0.03 0.133
H -3.832273 3.163302 2.177344 0.07 -0.05 0.06 0.102
H 5.904263 1.615039 0.652560 0.09 0.03 -0.02 0.085
```
Forces are in eV/Å.